Density functional theory data (ωB97M-V with the def2-TZVPD basis set) for a 5-piece molecular cluster, C29H38Br2N6O4S2 overall in a non-equilibrium geometry.

## Properties
SMILES string: C[C@@H](Br)[C@@H](Br)[C@@]1(N)OS(=O)(=O)O[C@@]1(CCCS)c1ccccn1.c1cc[nH]c1.c1cc[nH]c1.c1cc[nH]c1.c1cc[nH]c1
HOMO, eV: -8.07
Net charge: 0

Each line ends with the Löwdin charge.
Cartesian coordinates (Å):
C -2.9466 0.7077 0.7295  -0.163
C -1.6359 1.5115 0.6987  -0.742
Br -2.0847 3.3909 1.2001  0.685
C -0.5604 1.0552 1.6973  -0.549
Br -1.4557 0.9640 3.4687  0.796
C 0.0761 -0.3871 1.2443  -0.465
N -0.0957 -1.2823 2.3672  0.068
O -0.6389 -1.0111 0.1802  -0.124
S -0.1187 -0.4225 -1.2489  0.640
O 0.2127 -1.5771 -2.0092  -0.208
O -1.0327 0.4232 -1.9252  -0.212
O 1.1240 0.3755 -0.6632  -0.129
C 1.4839 -0.2266 0.6318  -0.276
C 2.3278 -1.4936 0.2153  -0.087
C 2.1180 -2.8130 0.9721  -0.274
C 3.3480 -3.7293 0.7660  -0.524
S 3.2822 -5.1231 1.9446  0.726
C 2.5095 0.6785 1.3373  -0.240
C 3.0266 0.2336 2.5359  -0.019
C 3.9538 1.0137 3.2098  -0.042
C 4.3107 2.1937 2.5762  -0.065
C 3.7431 2.5073 1.3674  -0.111
N 2.8207 1.8031 0.6978  0.169
H -3.1913 0.4385 -0.3004  0.073
H -3.7786 1.2553 1.1519  0.060
H -2.7625 -0.2344 1.2400  0.062
H -1.1917 1.6101 -0.2840  0.046
H 0.1899 1.8359 1.7870  0.071
H -0.2382 -2.2172 1.9955  0.100
H 0.7334 -1.3347 2.9440  0.072
H 3.3741 -1.2293 0.3627  0.119
H 2.2381 -1.7178 -0.8440  0.117
H 2.0352 -2.6863 2.0488  0.063
H 1.2242 -3.3449 0.6424  0.120
H 3.3970 -4.0913 -0.2568  0.085
H 4.2073 -3.1161 1.0307  0.067
H 2.4723 -4.7093 2.9330  -0.142
H 2.7233 -0.7207 2.9420  0.110
H 4.3509 0.6963 4.1620  0.119
H 5.0273 2.8659 3.0246  0.113
H 4.0692 3.4252 0.8868  0.117
N -4.4724 2.6881 -1.7761  0.013
C -4.6717 2.0051 -2.9431  -0.130
C -5.8902 2.3793 -3.4437  -0.122
C -6.4447 3.3301 -2.5436  -0.112
C -5.5436 3.5000 -1.5265  -0.137
H -3.6619 2.6063 -1.1901  0.085
H -3.9331 1.3145 -3.3145  0.109
H -6.3346 2.0134 -4.3543  0.075
H -7.3943 3.8313 -2.6335  0.088
H -5.5719 4.1251 -0.6503  0.105
N 0.2846 3.6908 4.7598  0.003
C 1.6280 3.4812 4.7354  -0.148
C 2.2352 4.5229 5.3893  -0.111
C 1.2054 5.3957 5.8303  -0.111
C 0.0131 4.8519 5.4271  -0.134
H -0.3996 3.0788 4.3461  0.022
H 2.0337 2.6131 4.2563  0.079
H 3.2961 4.6452 5.5362  0.086
H 1.3256 6.3146 6.3794  0.089
H -1.0003 5.1914 5.5569  0.107
N 5.3855 -7.7351 0.6945  -0.002
C 6.4259 -8.0590 -0.1330  -0.145
C 6.7050 -9.3879 0.0421  -0.115
C 5.7928 -9.8865 1.0109  -0.114
C 4.9914 -8.8432 1.3912  -0.145
H 4.9726 -6.8245 0.7788  0.064
H 6.8768 -7.3185 -0.7716  0.103
H 7.4757 -9.9419 -0.4673  0.088
H 5.7322 -10.8951 1.3844  0.088
H 4.1783 -8.7934 2.0951  0.103
N -7.1049 2.6791 -7.3337  0.000
C -7.1708 2.3669 -8.6649  -0.147
C -6.1456 3.0153 -9.2990  -0.116
C -5.4298 3.7444 -8.3101  -0.112
C -6.0445 3.5142 -7.1090  -0.145
H -7.7374 2.3466 -6.6302  0.137
H -7.9387 1.7141 -9.0435  0.102
H -5.9307 2.9720 -10.3538  0.087
H -4.5632 4.3652 -8.4643  0.088
H -5.8216 3.8711 -6.1176  0.098

***

Density functional theory data (ωB97M-V with the def2-TZVPD basis set) for one molecule with the formula C17H22N4O5.

## Properties
SMILES string: C#CCOC(=O)CNC(=O)[C@H](CCCOC)NC(=O)c1cnc(C)cn1
HOMO, eV: -9.36
ΔE to the lowest compared entry with this formula, charge and spin, kcal/mol: 51.5
Net charge: 0

Each line ends with the Löwdin charge.
Cartesian coordinates (Å):
C -1.1926 3.3192 -6.1148  0.135
C -0.0386 3.0052 -6.1426  -0.093
C 1.3703 2.6256 -6.1843  -0.164
O 1.9603 2.6270 -4.8713  0.013
C 1.7086 1.5426 -4.1246  -0.466
O 1.0822 0.5882 -4.5000  0.127
C 2.3552 1.6656 -2.7649  -0.061
N 1.9982 0.5416 -1.9411  0.087
C 1.4301 0.7130 -0.7208  -0.429
O 1.3979 1.7844 -0.1428  0.077
C 0.7888 -0.5361 -0.1312  -0.224
C -0.5850 -0.7472 -0.7827  -0.125
C -1.2862 -2.0039 -0.2852  -0.166
C -2.6329 -2.2033 -0.9462  -0.250
O -3.4745 -1.1201 -0.6074  -0.190
C -4.7454 -1.2300 -1.2014  -0.116
N 0.6969 -0.3458 1.3002  0.133
C 0.9695 -1.3463 2.1678  -0.446
O 1.1375 -2.5069 1.8395  0.077
C 0.9673 -0.9284 3.6160  -0.191
C -0.1369 -1.1792 4.4213  -0.056
N -0.1676 -0.8238 5.6973  0.127
C 0.9130 -0.2128 6.1850  -0.318
C 0.8935 0.1841 7.6293  -0.038
C 2.0067 0.0468 5.3638  -0.077
N 2.0359 -0.2938 4.0806  0.146
H -2.2187 3.5964 -6.0862  0.032
H 1.4825 1.6400 -6.6338  0.129
H 1.9453 3.3540 -6.7508  0.132
H 3.4354 1.7488 -2.9115  0.142
H 2.0253 2.5803 -2.2732  0.139
H 1.8495 -0.3357 -2.4149  0.140
H 1.4190 -1.4106 -0.3123  0.157
H -1.2057 0.1282 -0.5791  0.131
H -0.4576 -0.8038 -1.8692  0.123
H -0.6638 -2.8821 -0.4741  0.125
H -1.4293 -1.9491 0.7957  0.114
H -2.5211 -2.2581 -2.0395  0.126
H -3.0858 -3.1467 -0.6130  0.124
H -5.3299 -0.3663 -0.8919  0.087
H -4.6739 -1.2407 -2.2957  0.088
H -5.2585 -2.1437 -0.8781  0.087
H 0.7320 0.6145 1.6151  0.143
H -1.0084 -1.6852 4.0215  0.123
H 1.8085 0.7015 7.9129  0.073
H 0.0424 0.8358 7.8264  0.082
H 0.7804 -0.6996 8.2577  0.082
H 2.8800 0.5563 5.7549  0.113

***

Density functional theory data (ωB97M-V with the def2-TZVPD basis set) for C19H28BrCeN2O5S4SeSi as an isolated structure in a non-equilibrium geometry.

## Properties
HOMO (spin up / spin down), eV: -10.93 / -10.93
ΔE to the lowest compared entry with this formula, charge and spin, kcal/mol: 0.0
Net charge: +1

Each line ends with the Löwdin charge.
Cartesian coordinates (Å):
Ce 0.0209 0.9871 -1.0789  0.414
C -3.3722 0.1565 0.4644  -0.474
C -3.2684 1.3693 1.3752  -0.458
S -1.6162 2.1128 1.4457  0.793
C -1.9974 3.8716 1.2648  -0.498
C -2.6719 4.2589 -0.0425  -0.469
S -1.7927 3.6033 -1.4874  0.941
C -3.1669 2.9360 -2.4475  -0.478
C -3.9085 1.7622 -1.8208  -0.436
S -2.8628 0.3877 -1.2564  0.935
H -4.3983 -0.2159 0.4887  0.097
H -2.7337 -0.6517 0.8255  0.064
H -3.5541 1.0649 2.3827  0.095
H -3.9823 2.1350 1.0745  0.069
H -1.0337 4.3751 1.3634  0.055
H -2.6008 4.2108 2.1089  0.096
H -2.7133 5.3459 -0.1176  0.091
H -3.7040 3.9098 -0.0586  0.071
H -2.7306 2.6546 -3.4022  0.072
H -3.8838 3.7360 -2.6414  0.099
H -4.6117 1.3570 -2.5488  0.093
H -4.5050 2.0897 -0.9694  0.071
O 6.3364 2.4014 -1.1928  0.119
C 5.1258 1.8852 -0.9613  -0.282
C 4.7528 0.5930 -1.3383  0.043
C 3.4705 0.1787 -1.0618  -0.089
N 2.5551 0.9457 -0.4586  -0.075
C 2.9585 2.1514 -0.0915  -0.662
Br 1.6224 3.1661 0.8004  0.959
C 4.1996 2.6960 -0.3039  0.004
H 6.9052 1.7697 -1.6457  0.129
H 5.4476 -0.0720 -1.8325  0.130
H 3.1389 -0.8102 -1.3505  0.133
H 4.4535 3.6959 0.0119  0.131
C 2.3774 -2.8043 2.8922  -0.175
Si 0.7493 -3.6234 2.4659  0.522
C 0.9320 -5.4825 2.4621  -0.181
C -0.6192 -3.1103 3.6357  -0.174
C 0.2654 -3.0985 0.6964  -0.209
C 0.0879 -4.0435 -0.3091  -0.046
C -0.2426 -3.6967 -1.6208  -0.027
C -0.3902 -2.3617 -1.9197  -0.089
N -0.2447 -1.4361 -0.9610  -0.126
C 0.0684 -1.7699 0.2963  -0.659
S 0.1833 -0.3480 1.3283  0.681
H 2.7130 -3.1260 3.8809  0.038
H 2.2998 -1.7172 2.9036  0.006
H 3.1564 -3.0831 2.1793  0.036
H 1.2143 -5.8133 3.4641  0.040
H 1.7123 -5.8290 1.7825  0.039
H 0.0034 -5.9960 2.2076  0.038
H -0.3811 -3.4263 4.6542  0.038
H -1.5665 -3.5821 3.3652  0.036
H -0.7678 -2.0314 3.6519  0.009
H 0.2102 -5.0957 -0.0799  0.102
H -0.3715 -4.4484 -2.3856  0.114
H -0.6164 -1.9943 -2.9123  0.132
O -0.8682 1.3076 -3.1989  -0.549
Se 0.7352 1.6216 -3.6282  0.939
O 1.0993 2.1037 -5.0872  -0.330
O 1.0604 2.6177 -2.3060  -0.532
O 1.3214 0.2096 -2.9548  -0.459

***

no.,total energy (eV)
1,-209572.810
2,-34182.735
3,-232907.486